1.
102
Properties=species:S:1:pos:R:3:forces:R:3 method="wB97M-V/def2-TZVPD" e_tot_ev=-101771.36575 multiplicity=5 s2=6.10 e_above_lowest_kj_mol=55.8 total_charge=-1 gap_ha="0.1579 / 0.2034" lumo_energy_ev="2.0352 / 1.5137" e_homo_ev="-2.262 / -4.021"
Fe 0.02305 0.67048 1.76431 0.01 -0.45 -0.10
C -5.25713 5.39881 -1.24738 0.01 0.01 0.01
C -5.02355 5.44534 0.12035 -0.03 0.02 0.00
C -4.07968 4.60617 0.69441 0.00 -0.04 -0.03
C -3.35347 3.71357 -0.09015 -0.03 0.05 0.08
C -3.59368 3.67375 -1.45938 0.03 -0.01 -0.03
C -4.54127 4.50861 -2.03539 -0.01 0.00 0.00
C -2.33002 2.82774 0.53616 -0.29 -0.32 0.09
C -0.99759 3.20164 0.41562 0.26 0.25 -0.14
C -0.55919 4.42129 -0.16473 -0.18 -0.16 0.05
C 0.80297 4.40321 -0.14185 0.21 -0.07 0.01
C 1.19682 3.15418 0.43601 -0.23 0.15 -0.03
N 0.09248 2.44439 0.80502 -0.01 -0.30 0.15
C 2.52718 2.72498 0.57038 0.21 -0.24 0.11
C 2.87861 1.54973 1.24167 -0.23 0.24 -0.10
C 4.20942 1.01878 1.29053 0.19 -0.21 0.09
C 4.16302 -0.10732 2.04875 0.11 0.20 -0.15
C 2.81215 -0.27448 2.46916 -0.15 -0.24 0.28
C 2.37665 -1.30034 3.29344 0.28 0.23 -0.33
C 3.39727 -2.24331 3.82543 0.08 0.02 0.10
C 3.37850 -3.58848 3.46347 -0.03 0.00 -0.04
C 4.33179 -4.46870 3.95467 0.00 0.00 -0.01
C 5.31624 -4.01736 4.82274 0.01 0.01 0.00
C 5.33992 -2.68057 5.19632 0.03 -0.03 0.02
C 4.38875 -1.80131 4.70055 -0.06 -0.03 -0.03
C 1.05051 -1.53283 3.63281 -0.20 -0.15 0.32
N -0.04181 -0.85493 3.12318 0.03 0.39 -0.33
C -1.14425 -1.43486 3.67399 0.21 -0.11 0.14
C -2.47234 -1.10445 3.37463 -0.25 0.18 -0.21
C -3.55805 -1.91216 3.98550 -0.07 0.02 0.08
C -4.48956 -1.32395 4.84459 0.06 -0.05 -0.03
C -5.50777 -2.07103 5.41726 -0.04 0.00 0.03
C -5.61635 -3.42900 5.14927 0.02 0.01 0.00
C -4.69632 -4.02900 4.30053 -0.01 0.00 -0.02
C -3.68222 -3.27736 3.72501 0.04 -0.01 -0.04
C -2.82319 -0.05507 2.52032 0.22 -0.18 0.17
C -4.17517 0.23012 2.12636 -0.17 0.14 -0.13
C -4.13648 1.32025 1.31932 -0.10 -0.21 0.11
C -2.76913 1.70595 1.20887 0.20 0.38 -0.08
N -1.96964 0.84222 1.94449 0.26 -0.17 -0.07
C -0.74696 -2.45689 4.59632 -0.21 0.08 -0.06
C 0.61263 -2.51660 4.56357 0.14 0.08 -0.15
N 2.02870 0.74304 1.94278 -0.39 -0.07 -0.07
C 3.60292 3.55804 -0.01829 0.09 0.06 -0.01
C 4.63084 4.07375 0.77584 -0.05 0.00 -0.04
C 5.63366 4.86118 0.23080 0.03 0.02 0.01
C 5.63349 5.15921 -1.12510 -0.01 0.00 0.04
C 4.62128 4.65306 -1.92898 0.01 0.00 -0.02
C 3.62318 3.86099 -1.38182 -0.01 -0.04 0.01
H -5.99158 6.05523 -1.69729 -0.01 -0.01 0.00
H -5.57841 6.13778 0.74156 0.00 0.00 0.00
H -3.89458 4.63192 1.76128 0.00 0.02 0.00
H -3.02964 2.97939 -2.07016 0.01 0.00 0.00
H -4.72266 4.46440 -3.10224 0.01 -0.01 0.00
H -1.20753 5.19860 -0.53638 0.00 0.01 0.01
H 1.47671 5.17148 -0.48241 0.01 -0.01 0.00
H 5.06701 1.42986 0.78445 -0.02 0.04 0.00
H 4.97778 -0.77401 2.27804 -0.01 -0.01 0.02
H 2.60558 -3.93535 2.78787 0.00 -0.01 -0.01
H 4.30785 -5.50990 3.65699 -0.01 0.00 -0.01
H 6.06033 -4.70483 5.20573 0.00 0.01 0.01
H 6.10024 -2.32226 5.87957 0.00 0.00 0.00
H 4.39998 -0.75808 4.99046 0.01 0.00 0.00
H -4.40217 -0.26595 5.05959 0.00 0.00 0.01
H -6.21557 -1.59144 6.08295 0.00 0.00 0.00
H -6.40928 -4.01478 5.59749 0.00 0.01 0.00
H -4.77435 -5.08606 4.07601 0.01 0.00 0.01
H -2.97087 -3.74614 3.05504 0.01 0.01 0.00
H -5.03798 -0.34653 2.41506 0.00 0.01 0.01
H -4.96086 1.81412 0.83039 0.00 0.01 0.01
H -1.41816 -3.04850 5.19620 -0.01 0.00 0.00
H 1.25406 -3.17149 5.13009 0.02 0.02 0.00
H 4.63160 3.85259 1.83607 -0.01 0.00 0.01
H 6.41458 5.25124 0.87280 0.00 0.00 -0.01
H 6.41273 5.78101 -1.54804 0.00 -0.01 -0.01
H 4.61283 4.86849 -2.99078 0.00 0.00 0.00
H 2.84302 3.45685 -2.01525 -0.01 0.01 0.01
C -1.16135 -7.74464 0.51092 0.00 0.00 -0.05
C -1.06471 -6.98632 -0.82222 -0.01 -0.03 0.02
C -0.25500 -7.82475 -1.81973 -0.01 0.04 0.01
C -2.47846 -6.82149 -1.39012 0.05 0.00 0.03
C -0.39353 -5.63503 -0.56210 -0.01 -0.01 0.00
C 0.98383 -5.57002 -0.34351 -0.01 -0.03 0.02
C 1.64095 -4.37870 -0.03623 0.03 0.04 0.00
C 0.87203 -3.24195 0.05541 -0.15 -0.04 -0.02
O 1.23817 -1.96347 0.35411 0.08 -0.07 -0.09
B 0.05346 -1.20044 0.36022 0.07 0.61 0.35
O -1.01809 -2.03485 -0.01020 -0.13 0.00 0.07
C -0.49847 -3.28869 -0.15980 0.16 -0.04 0.00
C -1.15061 -4.46090 -0.46857 -0.02 0.04 -0.03
H -1.65481 -8.71094 0.37186 0.00 0.00 0.00
H -1.73388 -7.16260 1.23529 0.00 -0.02 0.02
H -0.16935 -7.91987 0.93055 0.00 0.00 0.00
H -0.77816 -8.76173 -2.02487 0.00 -0.01 -0.01
H 0.73275 -8.07820 -1.43551 0.00 0.01 -0.01
H -0.12524 -7.28740 -2.76102 0.00 -0.01 -0.01
H -2.87517 -7.79705 -1.67847 0.00 -0.01 0.02
H -2.47725 -6.17967 -2.27294 -0.02 -0.01 -0.01
H -3.15937 -6.39495 -0.65222 -0.01 0.03 -0.03
H 1.57622 -6.47390 -0.40175 0.00 0.00 0.00
H 2.71078 -4.34560 0.12519 0.00 0.00 0.00
H -2.21933 -4.44989 -0.62823 0.00 0.01 0.01

=====

2.
11
Properties=species:S:1:pos:R:3:forces:R:3 method="wB97M-V/def2-TZVPD" e_tot_ev=-8642.12231 e_above_lowest_kj_mol=135.0 gap_ha=0.4460 smiles=C[C@@H](F)CF lumo_energy_ev=1.1532 e_homo_ev=-10.984
C -0.62509 1.08170 -0.09108 -2.33 1.01 -1.71
C -0.32606 -0.33005 0.36031 1.37 2.56 1.00
F -1.36671 -1.00994 -0.16920 -0.45 -1.96 -0.83
C 1.11449 -0.86050 -0.14009 -4.06 -0.56 0.03
F 2.07918 0.06630 -0.02153 0.50 0.71 -0.01
H -0.09579 1.98636 0.29899 -0.23 -1.15 -0.24
H -1.76781 1.16303 0.11102 1.91 0.37 0.03
H -0.64859 1.06997 -1.25196 0.54 0.22 1.77
H -0.48694 -0.38730 1.47971 0.78 -0.16 -1.01
H 1.18512 -1.59628 0.64472 1.29 -1.13 -0.55
H 0.93820 -1.18327 -1.22088 0.68 0.10 1.52

=====

3.
103
Properties=species:S:1:pos:R:3:forces:R:3 method="wB97M-V/def2-TZVPD" e_tot_ev=-327548.85856 e_above_lowest_kj_mol=94.6 total_charge=-1 gap_ha=0.1856 lumo_energy_ev=1.4253 e_homo_ev=-3.624
Bi 0.46839 0.66386 0.38887 0.00 -0.53 0.33
N 3.40104 0.33963 -3.14183 0.04 0.09 -0.08
C 2.38252 0.23321 -2.23238 -0.17 0.03 -0.06
S 1.71897 1.75031 -1.66671 -0.04 0.00 -0.16
N 1.97280 -0.95885 -1.96327 0.12 -0.03 -0.02
N 0.99648 -1.08961 -0.99832 -0.22 0.03 -0.25
C 0.41061 -2.23564 -0.98914 0.02 0.16 0.05
C -0.50583 -2.73558 0.00354 -0.04 -0.05 -0.06
C -1.31248 -3.81522 -0.38231 0.00 0.00 0.00
C -2.16737 -4.42506 0.50569 -0.01 0.01 -0.01
C -2.18426 -3.97448 1.82641 0.03 0.01 -0.03
C -1.37879 -2.93318 2.23409 0.00 -0.04 0.06
C -0.53206 -2.26281 1.33370 -0.01 0.05 0.00
O 0.23042 -1.26012 1.73395 -0.17 0.25 -0.20
H 3.88333 1.22159 -3.16662 0.01 -0.07 0.03
H 3.95702 -0.49045 -3.27136 -0.02 0.00 0.00
H 0.68033 -2.90548 -1.80180 0.02 -0.01 -0.02
H -1.25958 -4.15378 -1.41024 -0.01 -0.01 -0.04
H -2.80549 -5.23798 0.18917 -0.01 -0.02 -0.01
H -2.84639 -4.44014 2.54600 -0.01 -0.01 0.02
H -1.40631 -2.59371 3.25578 -0.02 0.03 0.04
Br -5.79813 -1.94238 2.56347 0.00 -0.01 0.01
C -4.33508 -1.10055 1.68998 -0.09 0.00 -0.07
C -3.43470 -0.34654 2.46922 0.05 0.03 0.05
C -2.38973 0.19375 1.77327 0.01 0.02 -0.04
N -2.17799 0.09620 0.45669 -0.06 0.03 -0.37
C -3.06990 -0.62115 -0.31788 0.04 -0.10 0.17
C -4.18309 -1.25154 0.35730 -0.03 -0.04 0.04
C -2.92346 -0.74845 -1.69016 0.00 0.09 0.15
C -3.62037 -1.71302 -2.48317 -0.03 -0.01 0.03
C -3.13933 -2.09123 -3.68051 -0.07 -0.01 -0.03
Br -4.03321 -3.39377 -4.73742 0.01 0.00 0.01
C -1.90631 -1.52995 -4.18897 0.01 -0.01 -0.04
C -1.36648 -0.48214 -3.56389 0.09 -0.12 0.11
N -1.95632 0.07225 -2.40123 0.16 0.10 0.09
H -3.53522 -0.24025 3.53752 0.00 0.01 0.03
H -1.62606 0.74173 2.32666 0.00 0.06 0.07
H -4.90569 -1.82476 -0.20268 0.04 -0.01 0.05
H -4.50307 -2.19710 -2.08859 0.01 0.00 -0.04
H -1.42494 -1.95172 -5.05887 0.01 0.01 -0.02
H -0.48350 0.02495 -3.91650 0.22 0.04 0.02
N -4.84842 4.54630 4.81376 -0.02 0.02 0.01
C -4.00780 4.30743 4.06896 0.01 0.01 0.02
C -2.95155 4.01190 3.13663 0.02 -0.05 -0.09
C -1.62235 4.23657 3.48334 -0.05 0.04 0.02
C -0.64681 3.91540 2.55570 -0.01 0.00 -0.04
N -0.91701 3.40251 1.35528 0.03 0.05 -0.01
C -2.19399 3.20799 1.02977 0.03 -0.03 -0.11
C -3.24806 3.49294 1.88253 -0.01 0.06 0.07
H -1.36169 4.65373 4.44553 0.02 -0.02 0.02
H 0.40045 4.08090 2.78161 0.02 -0.02 0.03
H -2.37553 2.77680 0.05126 -0.03 0.00 0.01
H -4.26918 3.30571 1.58259 0.00 -0.03 0.00
C -1.26310 4.77970 -2.39813 -0.01 -0.02 -0.01
C -2.51606 4.03173 -2.87002 0.05 -0.03 -0.16
C -2.70866 4.27679 -4.37408 -0.01 0.01 0.01
C -3.75228 4.53936 -2.12100 0.00 -0.01 0.01
C -2.34956 2.58338 -2.65509 0.09 0.13 0.30
C -2.16361 1.40831 -2.47179 -0.20 -0.15 -0.13
H -1.36329 5.84849 -2.60118 0.00 0.03 0.01
H -0.38210 4.40488 -2.91985 0.02 0.01 0.00
H -1.10184 4.63854 -1.33013 0.01 0.00 0.07
H -2.82923 5.34526 -4.56740 0.00 0.02 -0.01
H -3.59129 3.75187 -4.73995 -0.01 0.00 0.00
H -1.84346 3.91764 -4.93132 0.01 -0.01 -0.02
H -3.92276 5.59051 -2.36210 0.00 0.03 0.00
H -3.62443 4.45716 -1.04217 0.01 -0.01 0.03
H -4.63597 3.96833 -2.40505 -0.02 0.00 -0.02
F 2.54677 2.14323 3.88700 0.00 -0.01 0.04
C 1.45946 1.58902 4.43776 -0.04 0.07 -0.01
C 1.16513 0.25081 4.22353 0.01 -0.02 -0.06
C 0.03246 -0.22312 4.86174 -0.05 0.04 0.04
F -0.32042 -1.50654 4.77084 -0.03 -0.02 -0.03
C -0.78252 0.57624 5.64924 0.00 0.03 0.00
F -1.87318 0.07499 6.23394 0.04 0.00 -0.02
C -0.45122 1.90520 5.83751 -0.03 0.01 0.00
F -1.22130 2.69533 6.58814 0.05 -0.05 -0.06
C 0.68636 2.41172 5.23713 -0.01 0.00 -0.03
F 1.01813 3.69726 5.42146 -0.03 -0.03 -0.03
Ge 2.38933 -0.81557 3.08226 0.34 0.10 0.55
S 2.90709 0.26743 1.27299 -0.07 -0.03 0.03
C 2.10437 -2.74774 3.30007 -0.05 0.05 -0.16
C 2.06038 -3.63003 2.23662 0.08 -0.09 0.03
F 2.29424 -3.20009 0.99567 0.04 -0.02 -0.01
C 1.80668 -4.98099 2.40765 0.00 0.02 0.01
F 1.76350 -5.80998 1.36243 0.00 0.03 0.02
C 1.60820 -5.47596 3.68485 -0.01 -0.01 0.02
F 1.36526 -6.77557 3.86921 0.02 0.08 -0.01
C 1.67985 -4.62426 4.77413 -0.01 -0.03 -0.03
F 1.50448 -5.10677 6.00894 0.00 0.01 -0.03
C 1.93567 -3.28130 4.56288 -0.06 -0.09 -0.02
F 2.00781 -2.48777 5.64442 0.07 0.03 0.02
C 4.15625 -0.74636 4.08270 -0.06 -0.03 -0.18
C 4.45833 -0.13028 5.28097 -0.02 0.00 0.09
F 3.50691 0.48808 6.00196 0.02 0.01 -0.01
C 5.73288 -0.12456 5.82631 0.02 -0.02 0.00
F 5.97963 0.49013 6.98905 -0.01 -0.02 -0.03
C 6.76013 -0.77118 5.16433 0.00 0.00 -0.01
F 7.99306 -0.77779 5.67876 -0.07 0.00 -0.03
C 6.49838 -1.42201 3.97119 0.01 0.01 0.04
F 7.48369 -2.06534 3.33490 -0.05 0.03 0.02
C 5.21163 -1.39630 3.46385 0.08 -0.01 0.02
F 5.00163 -2.05677 2.31312 -0.01 0.00 -0.02